The following is a DFT calculation (ωB97M-V with the def2-TZVPD basis set) of a molecular structure, C43H48F9N7O3ReS2.

Values from the calculation:
- Gap between HOMO and LUMO (spin up / spin down): 5.38 / 6.17 eV
- Energy relative to the best compared isomer or geometry (same formula, charge and spin): 1.373 eV
- Molar mass: 1132.2 Da
- 2S+1: 2
- Charge: +2

XYZ file:
```
113
C43H48F9N7O3ReS2 (ωB97M-V with the def2-TZVPD basis set)
Re -0.303 1.659 0.259
S -0.928 -0.576 1.392
C -0.594 -2.171 0.915
N -0.958 -3.155 1.726
C -0.681 -4.518 1.314
C 0.719 -4.567 0.721
N 0.759 -3.656 -0.403
C 1.513 -4.071 -1.570
C 0.986 -5.348 -2.184
C 1.842 -6.416 -2.418
C 1.376 -7.559 -3.042
C 0.047 -7.648 -3.424
C -0.816 -6.592 -3.178
C -0.349 -5.445 -2.564
C 0.033 -2.536 -0.364
S -0.271 -1.582 -1.688
C -1.543 -2.925 3.035
C -0.465 -2.630 4.057
C -0.353 -1.366 4.622
C 0.632 -1.105 5.558
C 1.518 -2.098 5.936
C 1.416 -3.359 5.371
C 0.429 -3.623 4.439
H -1.414 -4.830 0.559
H -0.768 -5.185 2.171
H 0.943 -5.571 0.356
H 1.464 -4.288 1.476
H 2.558 -4.209 -1.271
H 1.451 -3.259 -2.298
H 2.880 -6.351 -2.127
H 2.052 -8.378 -3.235
H -0.310 -8.534 -3.922
H -1.850 -6.660 -3.479
H -1.016 -4.612 -2.391
H -2.104 -3.818 3.317
H -2.232 -2.080 2.972
H -1.051 -0.590 4.343
H 0.706 -0.122 5.997
H 2.281 -1.896 6.671
H 2.098 -4.140 5.662
H 0.346 -4.619 4.030
N -2.459 2.103 2.347
C -2.776 2.671 3.516
C -1.635 3.276 4.000
C -0.661 3.048 3.035
N -1.176 2.342 2.023
H -3.082 1.652 1.687
H -3.762 2.619 3.932
H -1.519 3.812 4.918
H 0.366 3.356 3.034
C 4.203 1.095 -2.589
N 3.018 0.711 -1.864
C 3.196 -0.309 -0.857
C 1.857 1.306 -2.050
O 0.817 1.020 -1.437
H 4.901 1.596 -1.917
H 3.943 1.775 -3.397
H 4.689 0.210 -2.996
H 3.916 0.020 -0.106
H 3.563 -1.222 -1.325
H 2.245 -0.503 -0.365
H 1.834 2.049 -2.858
C 4.869 4.095 -0.098
C 3.615 4.231 -0.703
C 2.541 3.494 -0.260
C 2.655 2.570 0.804
C 1.558 1.781 1.280
C 1.799 0.971 2.385
C 3.051 0.854 2.993
C 4.112 1.580 2.517
C 3.938 2.453 1.425
C 5.020 3.226 0.950
H 5.701 4.681 -0.453
H 3.485 4.944 -1.502
H 1.575 3.669 -0.707
H 0.988 0.399 2.818
H 3.166 0.202 3.848
H 5.089 1.507 2.971
H 5.974 3.125 1.442
F -3.067 3.366 0.045
C -2.760 4.305 -0.869
F -3.535 5.349 -0.616
F -3.120 3.792 -2.046
C -1.240 4.629 -0.821
O -0.477 3.527 -0.860
C -0.986 5.500 0.453
F 0.251 5.298 0.907
F -1.155 6.796 0.254
F -1.814 5.137 1.446
C -0.911 5.487 -2.084
F -0.964 4.724 -3.176
F 0.322 5.977 -2.016
F -1.759 6.489 -2.253
C -5.294 1.043 -2.597
N -4.232 0.563 -1.738
C -4.623 0.314 -0.371
C -2.916 0.844 -1.977
O -2.172 1.109 -1.020
N -2.501 0.770 -3.259
C -3.079 -0.131 -4.233
C -1.258 1.381 -3.661
H -5.880 1.786 -2.052
H -5.956 0.225 -2.884
H -4.886 1.515 -3.485
H -5.485 -0.352 -0.375
H -4.898 1.244 0.137
H -3.792 -0.162 0.149
H -3.851 -0.750 -3.784
H -2.292 -0.791 -4.608
H -3.488 0.411 -5.089
H -0.964 2.124 -2.922
H -1.410 1.872 -4.621
H -0.469 0.633 -3.764
```

***

The following is a DFT calculation (ωB97M-V with the def2-TZVPD basis set) of a single C4H5OPS molecule.

Values from the calculation:
- Gap between HOMO and LUMO: 8.94 eV
- Energy relative to the best compared isomer or geometry (same formula, charge and spin): 1.702 eV
- Molar mass: 132.1 Da
- 2S+1: 1
- SMILES: OP1C=C[C@H]2S[C@H]21

XYZ file:
```
12
C4H5OPS (ωB97M-V with the def2-TZVPD basis set)
C -1.008 -0.558 -0.426
C -0.245 -1.091 0.745
C -0.721 0.860 -0.534
C 0.682 -0.302 1.267
O 2.131 1.001 -0.531
P 0.896 1.342 0.512
S -2.516 0.409 -0.083
H -1.179 -1.178 -1.249
H -0.566 -2.133 1.116
H -0.898 1.513 -1.413
H 1.414 -0.457 2.083
H 2.010 0.595 -1.488
```

***

The following is a DFT calculation (ωB97M-V with the def2-TZVPD basis set) of 2 unconnected molecules or ions with the total composition C12H12.

Values from the calculation:
- Gap between HOMO and LUMO: 8.40 eV
- Energy relative to the best compared isomer or geometry (same formula, charge and spin): 9.566 eV
- Molar mass: 156.2 Da
- 2S+1: 1

XYZ file:
```
24
C12H12 (ωB97M-V with the def2-TZVPD basis set)
C -4.074 0.379 0.034
C -2.507 0.028 0.007
C -2.144 -1.302 -0.002
C -0.847 -1.732 -0.059
C 0.153 -0.748 0.007
C 1.485 -1.145 -0.027
C 2.525 -0.049 0.015
C 4.079 -0.392 0.007
C 2.059 1.326 0.102
C 0.821 1.640 -0.025
C -0.145 0.757 -0.132
C -1.572 1.065 -0.041
H -4.274 -0.057 0.886
H -3.908 1.892 0.151
H -4.223 0.276 -0.853
H -3.019 -1.924 0.282
H -0.414 -2.490 -0.055
H 1.828 -1.987 0.036
H 4.355 0.158 -0.723
H 4.272 -1.545 0.114
H 4.694 0.020 0.783
H 2.921 1.825 -0.106
H 0.524 2.523 -0.029
H -1.756 2.342 0.200
```

***

The following is a DFT calculation (ωB97M-V with the def2-TZVPD basis set) of 2 unconnected molecules or ions with the total composition HNO2S.

Values from the calculation:
- Gap between HOMO and LUMO (spin up / spin down): 10.24 / 6.95 eV
- Energy relative to the best compared isomer or geometry (same formula, charge and spin): 2.308 eV
- Molar mass: 79.1 Da
- 2S+1: 1

XYZ file:
```
5
HNO2S (ωB97M-V with the def2-TZVPD basis set)
N 1.514 0.719 0.345
O 2.448 0.259 -0.209
O -0.455 -0.528 -0.791
S -1.511 -0.828 0.313
H -1.997 0.378 0.342
```

***

The following is a DFT calculation (ωB97M-V with the def2-TZVPD basis set) of a single C2H5BrOS molecule.

Values from the calculation:
- Gap between HOMO and LUMO: 9.52 eV
- Energy relative to the best compared isomer or geometry (same formula, charge and spin): 0.697 eV
- Molar mass: 157.0 Da
- 2S+1: 1
- SMILES: C[C@](O)(S)Br

XYZ file:
```
10
C2H5BrOS (ωB97M-V with the def2-TZVPD basis set)
C -0.225 -0.896 -0.261
C 0.007 0.483 0.233
O -1.041 1.126 0.693
S 0.664 1.321 -1.326
Br 1.619 0.463 1.815
H 0.641 -1.460 -0.725
H -0.737 -1.524 0.481
H -1.068 -0.694 -0.980
H -1.547 0.661 1.348
H 1.687 0.520 -1.278
```

***

The following is a DFT calculation (ωB97M-V with the def2-TZVPD basis set) of 2 unconnected molecules or ions with the total composition CHCl2NO2.

Values from the calculation:
- Gap between HOMO and LUMO (spin up / spin down): 7.64 / 7.54 eV
- Energy relative to the best compared isomer or geometry (same formula, charge and spin): 4.165 eV
- Molar mass: 129.9 Da
- 2S+1: 1

XYZ file:
```
7
CHCl2NO2 (ωB97M-V with the def2-TZVPD basis set)
C 0.461 0.362 0.288
N -0.266 0.869 1.412
O -1.409 0.434 1.513
O 0.235 1.702 2.173
Cl 1.254 -1.704 1.507
Cl 1.816 1.172 -0.120
H 0.012 -0.270 -0.389
```

***

The following is a DFT calculation (ωB97M-V with the def2-TZVPD basis set) of 22 unconnected molecules or ions with the total composition C88H154N22.

Values from the calculation:
- Gap between HOMO and LUMO: 10.64 eV
- Energy relative to the best compared isomer or geometry (same formula, charge and spin): 1.117 eV
- Molar mass: 1520.4 Da
- 2S+1: 1

XYZ file:
```
264
C88H154N22 (ωB97M-V with the def2-TZVPD basis set)
C -32.227 -2.834 8.535
C -31.897 -3.607 9.768
C -32.151 -5.108 9.631
C -33.563 -5.546 9.421
N -34.637 -5.877 9.154
H -33.211 -3.035 8.102
H -31.567 -3.077 7.726
H -32.241 -1.779 8.774
H -32.531 -3.273 10.576
H -30.866 -3.484 10.084
H -31.698 -5.626 10.480
H -31.555 -5.400 8.734
C -22.401 -3.244 14.573
C -22.580 -4.379 13.537
C -23.437 -3.924 12.326
C -22.766 -2.797 11.616
N -22.249 -1.983 10.964
H -21.906 -3.662 15.449
H -23.321 -2.755 14.820
H -21.849 -2.425 14.134
H -23.047 -5.260 13.993
H -21.584 -4.732 13.232
H -24.412 -3.537 12.664
H -23.589 -4.740 11.611
C -27.726 -6.926 18.738
C -28.479 -6.398 19.944
C -29.337 -5.194 19.615
C -28.564 -4.052 19.089
N -27.957 -3.151 18.713
H -26.995 -6.281 18.283
H -28.478 -7.237 18.016
H -27.242 -7.838 19.148
H -27.783 -6.140 20.760
H -29.095 -7.178 20.386
H -29.803 -4.875 20.546
H -30.149 -5.532 18.939
C -24.680 -7.610 16.761
C -25.824 -8.331 15.959
C -25.374 -8.941 14.635
C -24.717 -8.050 13.685
N -24.127 -7.400 12.937
H -24.534 -6.614 16.328
H -23.802 -8.197 16.514
H -24.873 -7.600 17.834
H -26.639 -7.605 15.859
H -26.176 -9.205 16.515
H -26.178 -9.479 14.109
H -24.657 -9.726 14.892
C -26.882 -5.443 6.440
C -26.622 -5.675 4.974
C -25.284 -6.383 4.610
C -25.155 -6.412 3.190
N -25.076 -6.278 2.044
H -27.083 -6.385 6.955
H -27.656 -4.719 6.657
H -25.940 -5.096 6.913
H -26.716 -4.785 4.359
H -27.381 -6.305 4.503
H -25.217 -7.393 5.037
H -24.460 -5.799 5.031
C -28.786 -10.503 16.154
C -29.568 -9.271 15.747
C -30.894 -9.093 16.475
C -30.738 -8.882 17.951
N -30.614 -8.641 19.062
H -28.362 -10.432 17.164
H -27.952 -10.614 15.453
H -29.422 -11.400 16.155
H -29.834 -9.404 14.717
H -28.889 -8.417 15.759
H -31.442 -10.033 16.326
H -31.479 -8.260 16.099
C -24.593 -1.193 5.881
C -24.749 -1.393 7.356
C -23.492 -2.080 8.030
C -23.298 -3.489 7.572
N -23.082 -4.600 7.311
H -25.512 -0.794 5.472
H -24.317 -2.182 5.460
H -23.741 -0.586 5.658
H -25.578 -2.045 7.594
H -24.880 -0.433 7.932
H -23.638 -2.106 9.110
H -22.561 -1.547 7.844
C -24.885 -12.383 12.153
C -24.075 -13.595 12.589
C -22.699 -13.588 11.967
C -21.924 -12.440 12.385
N -21.519 -11.455 12.793
H -25.867 -12.365 12.623
H -25.030 -12.411 11.090
H -24.362 -11.461 12.478
H -24.556 -14.503 12.231
H -24.019 -13.679 13.702
H -22.777 -13.566 10.859
H -22.110 -14.467 12.173
C -30.615 -3.493 16.417
C -31.903 -3.094 15.701
C -31.693 -2.054 14.614
C -30.831 -2.584 13.534
N -30.219 -3.012 12.652
H -30.132 -2.697 16.981
H -29.819 -3.916 15.774
H -30.839 -4.282 17.170
H -32.652 -2.722 16.389
H -32.386 -3.990 15.268
H -31.338 -1.145 15.063
H -32.648 -1.883 14.092
C -22.988 2.097 14.615
C -22.424 1.769 13.187
C -22.469 0.244 12.982
C -23.792 -0.327 13.036
N -24.809 -0.844 13.130
H -24.036 1.767 14.736
H -22.961 3.191 14.618
H -22.371 1.720 15.428
H -21.390 2.080 13.043
H -23.122 2.216 12.485
H -21.803 -0.231 13.695
H -22.096 -0.019 11.977
C -23.676 -7.925 8.069
C -24.638 -7.095 8.902
C -25.856 -7.913 9.358
C -26.601 -8.517 8.256
N -27.263 -9.077 7.485
H -24.187 -8.180 7.111
H -23.308 -8.817 8.569
H -22.855 -7.277 7.768
H -24.957 -6.263 8.282
H -24.230 -6.748 9.845
H -26.576 -7.224 9.790
H -25.545 -8.707 10.039
C -30.776 0.684 17.125
C -29.351 1.172 17.356
C -28.715 0.589 18.589
C -29.422 1.044 19.839
N -29.932 1.458 20.779
H -30.784 -0.427 17.030
H -31.063 1.079 16.150
H -31.491 0.944 17.882
H -29.330 2.253 17.424
H -28.783 0.843 16.476
H -27.734 1.014 18.715
H -28.591 -0.480 18.581
C -31.182 -6.323 6.034
C -30.130 -7.385 6.283
C -30.083 -7.776 7.729
C -29.329 -6.792 8.547
N -28.774 -5.954 9.125
H -32.105 -6.579 6.534
H -31.389 -6.252 4.997
H -30.877 -5.364 6.427
H -29.150 -7.117 5.911
H -30.433 -8.259 5.676
H -29.705 -8.777 7.941
H -31.089 -7.751 8.189
C -31.312 -7.045 13.388
C -32.713 -7.445 13.832
C -33.739 -6.831 12.935
C -33.629 -5.369 12.822
N -33.666 -4.225 12.730
H -31.219 -7.083 12.307
H -30.498 -7.699 13.797
H -31.072 -6.009 13.653
H -32.877 -7.101 14.857
H -32.801 -8.541 13.795
H -34.749 -6.917 13.293
H -33.641 -7.288 11.945
C -25.782 -1.387 16.119
C -24.568 -0.643 16.614
C -24.906 0.500 17.596
C -25.804 1.491 17.055
N -26.559 2.290 16.706
H -26.409 -1.878 16.888
H -25.488 -2.264 15.543
H -26.345 -0.769 15.472
H -24.038 -0.226 15.755
H -23.863 -1.305 17.087
H -23.976 0.955 17.923
H -25.365 0.081 18.487
C -26.873 2.870 12.209
C -27.050 1.778 13.290
C -28.510 1.646 13.748
C -29.234 2.831 14.219
N -29.862 3.765 14.433
H -25.806 2.967 11.948
H -27.212 3.772 12.645
H -27.423 2.770 11.284
H -26.482 2.071 14.202
H -26.619 0.785 13.040
H -28.551 0.919 14.577
H -29.109 1.216 12.956
C -28.400 -13.543 13.478
C -29.847 -14.065 13.515
C -29.944 -15.306 14.390
C -29.155 -16.404 13.900
N -28.428 -17.212 13.567
H -27.997 -13.483 14.469
H -28.311 -12.571 12.962
H -27.737 -14.258 13.005
H -30.197 -14.296 12.525
H -30.439 -13.269 13.987
H -30.983 -15.597 14.451
H -29.619 -15.087 15.418
C -29.018 -9.828 10.630
C -30.080 -10.559 11.464
C -31.477 -10.580 10.781
C -32.005 -9.260 10.606
N -32.347 -8.180 10.417
H -28.021 -9.988 11.019
H -29.231 -8.766 10.500
H -28.981 -10.283 9.616
H -30.180 -10.094 12.431
H -29.776 -11.595 11.576
H -32.150 -11.158 11.431
H -31.432 -11.064 9.802
C -29.508 -0.868 10.175
C -28.060 -1.317 10.298
C -27.918 -2.811 9.966
C -26.566 -3.320 10.049
N -25.489 -3.701 10.120
H -30.140 -1.618 10.675
H -29.892 -0.648 9.192
H -29.731 0.064 10.714
H -27.725 -1.216 11.330
H -27.391 -0.722 9.668
H -28.208 -2.912 8.924
H -28.605 -3.438 10.570
C -21.142 -8.469 10.710
C -20.811 -7.066 11.207
C -21.080 -5.988 10.141
C -20.159 -6.180 9.004
N -19.383 -6.486 8.217
H -20.936 -9.191 11.503
H -20.635 -8.671 9.774
H -22.223 -8.551 10.513
H -19.772 -7.073 11.489
H -21.446 -6.893 12.055
H -20.889 -4.971 10.527
H -22.107 -6.001 9.838
C -26.929 -4.821 14.620
C -27.383 -4.546 13.250
C -27.096 -5.690 12.269
C -27.591 -6.949 12.727
N -27.938 -7.968 13.159
H -27.116 -3.965 15.312
H -25.896 -5.176 14.673
H -27.505 -5.677 14.987
H -26.852 -3.686 12.820
H -28.461 -4.325 13.262
H -26.007 -5.807 12.126
H -27.565 -5.464 11.314
C -23.130 -3.472 19.350
C -24.549 -3.967 19.509
C -25.301 -3.444 20.731
C -25.548 -2.034 20.596
N -25.894 -0.952 20.489
H -22.670 -3.834 18.428
H -22.457 -3.757 20.147
H -23.180 -2.418 19.170
H -24.504 -5.055 19.588
H -25.124 -3.663 18.626
H -24.746 -3.601 21.678
H -26.222 -4.006 20.809
```